No. 1
A gas-phase ion, C4H10NO3 (charge +1). Source: the OMol25 dataset; level of theory: ωB97M-V with the def2-TZVPD basis set.

XYZ file:
```
18
Properties=species:S:1:pos:R:3:nbo_charge:R:1
O 1.386 0.468 -2.392 -0.515
C 1.405 0.712 -1.206 0.767
O 2.437 1.195 -0.533 -0.722
C 0.226 0.418 -0.301 -0.157
C -0.381 -0.955 -0.571 -0.463
C -1.684 -1.179 0.199 -0.073
O -1.946 -0.057 0.959 -0.775
N 0.605 0.724 1.180 -0.673
H 3.292 1.337 -0.866 0.540
H -0.578 1.160 -0.642 0.281
H -0.302 -1.170 -1.795 0.310
H 0.318 -1.785 -0.128 0.223
H -2.556 -1.511 -0.311 0.213
H -1.362 -1.943 0.979 0.169
H -2.937 0.156 0.979 0.516
H -0.243 0.908 1.763 0.477
H 1.177 1.529 1.122 0.449
H 1.142 -0.007 1.566 0.433
```

Kohn-Sham gap (Eh): 0.40497
HOMO energy (eV): -14.4
SMILES: [NH3+][C@H](CCO)C(=O)O
Charge: +1

No. 2
2 unconnected molecules or ions with the total composition C4H10NO4. Source: the OMol25 dataset; level of theory: ωB97M-V with the def2-TZVPD basis set.

XYZ file:
```
19
Properties=species:S:1:pos:R:3:mulliken_spin:R:1
O 0.822 0.737 -2.475 0.035
C -0.242 0.892 -1.903 -0.017
O -1.293 1.501 -2.469 0.010
C -0.465 0.438 -0.495 0.030
C -0.252 -1.052 -0.424 0.072
C -1.013 -1.767 0.701 0.542
O -1.718 -1.065 1.470 0.246
N 0.690 1.093 0.302 0.094
H -1.103 1.760 -3.369 0.000
H -1.421 0.625 0.021 0.042
H -0.359 -1.600 -1.391 -0.003
H 0.825 -1.318 -0.434 -0.005
H -0.980 -2.853 0.605 0.016
H 0.937 1.941 -0.210 -0.014
H 0.533 1.329 1.286 -0.033
H 1.446 0.409 0.353 -0.038
H 0.790 0.010 3.388 0.003
H 1.511 -1.011 2.469 0.007
O 1.292 -0.068 2.575 0.016
```

<S²>: 0.7540
Kohn-Sham gap (alpha / beta) (Eh): 0.13496 / 0.28521
HOMO energy (alpha / beta) (eV): -3.5 / -7.7
Spin multiplicity: 2

No. 3
3 unconnected molecules or ions with the total composition C4H10NO5. Source: the OMol25 dataset; level of theory: ωB97M-V with the def2-TZVPD basis set.

XYZ file:
```
20
Properties=species:S:1:pos:R:3:mulliken_spin:R:1
C 0.682 -1.933 1.462 0.007
N 0.072 -1.339 0.316 0.002
C -0.529 -2.220 -0.661 0.008
C -0.296 0.036 0.177 0.125
C 0.047 1.044 1.374 -0.017
O 0.107 0.458 2.452 0.702
O 0.115 2.231 1.060 0.068
O 0.804 -3.127 1.479 0.071
H 0.976 -1.284 2.275 0.024
H -0.670 -3.211 -0.269 0.003
H -1.505 -1.850 -0.957 0.000
H 0.049 -2.293 -1.586 -0.001
H 0.164 0.391 -0.759 0.015
H -1.353 0.059 -0.113 -0.005
H -0.045 1.133 -3.696 0.000
H -1.301 1.812 -3.109 0.000
O -0.949 1.394 -3.899 0.000
H 0.088 3.300 -1.828 0.000
H 0.414 2.340 -0.648 -0.001
O 0.364 2.399 -1.642 0.001
```

<S²>: 0.7565
Kohn-Sham gap (alpha / beta) (Eh): 0.38500 / 0.20033
HOMO energy (alpha / beta) (eV): -10.1 / -10.0
Spin multiplicity: 2

No. 4
A single C4H10NO5P molecule. Source: the OMol25 dataset; level of theory: ωB97M-V with the def2-TZVPD basis set.

XYZ file:
```
21
Properties=species:S:1:pos:R:3:mulliken_spin:R:1
C -2.086 -1.186 1.601 0.006
C 1.876 2.240 0.087 -0.001
C -0.867 -1.941 1.100 0.001
C 1.072 1.938 -1.179 0.009
N -0.414 -1.291 -2.166 0.471
O -0.966 -2.364 -1.909 0.521
O 0.203 -1.012 -3.165 0.725
O 1.075 2.097 1.268 0.002
O 0.027 -1.099 0.365 0.054
O 0.762 0.556 -1.244 0.011
P -0.620 -0.131 -0.820 0.200
H -2.692 -0.780 0.844 -0.006
H -2.656 -1.839 2.169 0.001
H -1.693 -0.324 2.112 0.001
H 2.651 1.355 0.018 0.000
H 2.349 3.266 0.082 0.000
H 1.127 1.152 1.545 0.000
H -0.968 -2.835 0.475 0.005
H -0.158 -2.227 1.854 0.003
H 1.879 1.950 -2.018 0.001
H 0.098 2.475 -1.018 -0.003
```

<S²>: 2.0131
Kohn-Sham gap (alpha / beta) (Eh): 0.28768 / 0.25003
HOMO energy (alpha / beta) (eV): -7.1 / -10.0
Spin multiplicity: 3

No. 5
A molecular structure, C4H10NO7P3. Source: the OMol25 dataset; level of theory: ωB97M-V with the def2-TZVPD basis set.

XYZ file:
```
25
Properties=species:S:1:pos:R:3:nbo_charge:R:1
C -1.606 1.907 2.900 -0.159
C -1.470 2.093 1.729 -0.075
C -1.331 2.288 0.287 -0.129
O -1.519 1.095 -0.490 -0.806
P -0.873 -0.297 -0.079 2.575
O -1.555 -1.066 0.953 -1.076
O -0.739 -1.035 -1.472 -0.821
C -1.940 -1.638 -2.011 0.084
N -1.726 -1.857 -3.416 -0.819
O 0.637 0.100 0.240 -1.080
P 1.893 -1.004 0.032 0.520
P 3.237 -0.018 1.461 2.056
O 2.748 0.183 2.820 -1.053
O 3.756 1.294 0.698 -0.991
O 4.523 -0.963 1.362 -0.984
H -1.734 1.711 3.933 0.242
H -0.353 2.713 0.045 0.206
H -2.092 2.987 -0.064 0.223
H -2.112 -2.584 -1.495 0.186
H -2.791 -0.981 -1.798 0.166
H -2.162 -1.120 -3.959 0.362
H -2.190 -2.714 -3.696 0.367
H 1.481 -1.969 0.977 -0.015
H 3.047 1.940 0.575 0.511
H 4.871 -1.067 0.467 0.510
```

Kohn-Sham gap (Eh): 0.36650
HOMO energy (eV): -9.7

No. 6
A single C4H10NOP molecule. Source: the OMol25 dataset; level of theory: ωB97M-V with the def2-TZVPD basis set.

XYZ file:
```
17
Properties=species:S:1:pos:R:3:nbo_charge:R:1
C 1.679 0.850 1.391 -1.225
C -1.567 0.525 -0.238 0.255
C -2.965 0.007 0.093 -0.683
C 1.824 -1.416 -0.425 -0.966
N -0.539 -0.195 -0.289 -0.841
O 1.536 1.116 -1.260 -1.023
P 1.044 0.207 -0.059 1.960
H 1.309 1.920 1.508 0.211
H 1.467 0.231 2.192 0.209
H -1.389 1.655 -0.370 0.147
H -2.735 -0.621 0.938 0.240
H -3.537 0.840 0.350 0.219
H -3.578 -0.394 -0.665 0.242
H 2.285 -1.630 0.545 0.248
H 0.989 -1.989 -0.496 0.232
H 2.398 -1.392 -1.317 0.244
H 2.232 1.755 -1.255 0.530
```

Kohn-Sham gap (Eh): 0.29619
HOMO energy (eV): -7.5
SMILES: C=[P@](C)(O)/N=C/C

No. 7
2 unconnected molecules or ions with the total composition C4H10NOS. Source: the OMol25 dataset; level of theory: ωB97M-V with the def2-TZVPD basis set.

XYZ file:
```
17
Properties=species:S:1:pos:R:3:nbo_charge:R:1
C -1.273 2.008 -0.739 -0.626
C -0.186 2.002 0.358 -0.515
S -0.330 0.572 1.462 -0.605
H -2.228 1.999 -0.207 0.196
H -1.235 1.110 -1.352 0.225
H -1.231 2.900 -1.374 0.167
H -0.255 2.924 0.939 0.175
H 0.789 2.039 -0.156 0.162
O -1.223 -1.305 -1.246 -0.647
C -0.582 -1.544 -0.235 0.438
C 0.952 -1.623 -0.264 -0.324
N 1.424 -2.173 1.016 -0.867
H -1.062 -2.015 0.636 0.120
H 1.307 -2.282 -1.064 0.176
H 1.358 -0.623 -0.411 0.200
H 2.366 -2.532 0.906 0.337
H 1.408 -1.457 1.731 0.386
```

Kohn-Sham gap (Eh): 0.25501
HOMO energy (eV): -2.9
Charge: -1